1.
C11H34BrN13O7P | the ωB97M-V functional and the def2-TZVPD basis

```
67
Properties=species:S:1:pos:R:3:mulliken_charge:R:1
O 5.1991 -1.6780 -2.9655 -0.517
P 4.5533 -1.7336 -1.6758 0.422
N 2.8170 -1.3473 -1.8025 -0.103
C 2.3906 -0.1351 -1.8150 0.278
N 3.2850 0.9071 -1.6501 -0.244
C 2.8088 1.6681 -0.4536 -0.425
O 1.4416 1.9644 -0.5370 -0.448
C 0.7040 0.7690 -0.5820 -0.095
C -0.7579 1.0442 -0.4216 -1.010
C -1.6970 -0.0389 -0.9267 -0.698
C -1.3381 -1.4214 -0.4759 -0.414
Br -2.6065 -2.6852 -1.2781 -0.252
N 1.0439 0.1114 -1.9086 -0.167
H 5.0100 -0.8060 -0.7418 0.127
H 4.5426 -2.9806 -1.0349 0.145
H 2.1104 -2.0714 -1.9131 0.375
H 3.2326 1.5013 -2.4776 0.270
H 2.9929 1.0441 0.4165 0.355
H 3.3505 2.5869 -0.3330 0.284
H 1.1086 0.1074 0.1843 0.483
H -0.9623 2.0114 -0.8614 0.414
H -0.9286 1.1629 0.6400 0.275
H -2.6670 0.1857 -0.5117 0.522
H -1.8186 0.0364 -1.9979 0.409
H -1.4693 -1.5451 0.5831 0.472
H -0.3511 -1.7447 -0.7577 0.166
H 0.9181 0.8210 -2.6286 0.339
C 5.1289 5.2212 0.5321 0.698
O 4.9429 4.0055 0.5466 -0.668
N 6.0104 5.8269 1.3594 -0.363
N 4.4570 6.0468 -0.3268 -0.361
H 6.1752 6.8157 1.3598 0.141
H 6.5247 5.2475 2.0078 0.233
H 3.7975 5.6281 -0.9535 0.189
H 4.5939 7.0393 -0.3584 0.167
C -3.6707 2.9904 -2.3740 0.734
O -3.3039 2.9915 -1.2092 -0.637
N -4.7537 2.2767 -2.7965 -0.407
N -3.0278 3.7104 -3.3429 -0.415
H -5.0792 2.2690 -3.7447 0.162
H -5.2555 1.7502 -2.1052 0.221
H -2.2419 4.2642 -3.0579 0.217
H -3.3188 3.7343 -4.3020 0.162
C 6.6370 4.1296 4.9239 0.646
O 7.2085 4.6364 3.9722 -0.661
N 5.3537 3.6669 4.8383 -0.351
N 7.2358 3.9895 6.1400 -0.417
H 4.8619 3.2514 5.6062 0.170
H 4.8915 3.7594 3.9522 0.193
H 8.1779 4.3229 6.2288 0.222
H 6.7869 3.5790 6.9363 0.158
C -3.9543 -6.5134 0.9230 0.628
O -4.8123 -7.1423 1.5162 -0.661
N -3.0103 -7.1206 0.1431 -0.367
N -3.8718 -5.1492 0.9890 -0.277
H -2.2984 -6.6220 -0.3553 0.152
H -3.0472 -8.1211 0.0743 0.220
H -4.5537 -4.6784 1.5554 0.194
H -3.1746 -4.6063 0.5113 0.113
C -8.8158 -6.1006 -0.1754 0.564
O -10.0299 -6.0519 -0.2331 -0.638
N -8.0154 -5.4022 -1.0466 -0.325
N -8.1425 -6.8440 0.7483 -0.300
H -7.0142 -5.4308 -1.0208 0.145
H -8.4742 -4.8463 -1.7431 0.194
H -8.6902 -7.3716 1.4018 0.174
H -7.1402 -6.8860 0.8061 0.188
```

## Properties
gap between HOMO and LUMO	6.157	eV
net charge	+1
maximum force	0.0223	Eh/bohr
LUMO	-4.5	eV
HOMO	-0.3929	Ha


2.
C11H34N8O5Pb | the ωB97M-V functional and the def2-TZVPD basis

```
59
Properties=species:S:1:pos:R:3:mulliken_charge:R:1
Pb 0.1723 0.5617 0.4510 1.338
C -2.2933 3.4817 0.3626 0.507
O -1.4665 2.5691 0.1807 -0.332
N -3.4766 3.5329 -0.3076 -0.388
N -2.0556 4.4770 1.2625 -0.441
H -4.0986 4.2867 -0.0855 0.179
H -3.6332 2.8260 -0.9963 0.195
H -1.1900 4.2772 1.7358 0.191
H -2.5637 5.3291 1.3908 0.188
C 3.7180 0.5540 -0.8923 0.516
O 2.6569 0.0534 -0.4789 -0.326
N 4.5919 -0.1527 -1.6533 -0.419
N 4.1110 1.7957 -0.5081 -0.421
H 5.4301 0.2182 -2.0613 0.168
H 4.3837 -1.1077 -1.8770 0.221
H 3.5185 2.1786 0.2025 0.179
H 4.8816 2.2471 -0.9628 0.178
C 0.3393 -3.2583 -0.1709 0.326
O 0.1566 -2.0348 -0.3156 -0.251
N 1.5634 -3.7437 0.1101 -0.392
N -0.6875 -4.1598 -0.1897 -0.426
H 2.3357 -3.1015 0.0537 0.199
H 1.7663 -4.7270 0.1367 0.187
H -0.4477 -5.1085 -0.4085 0.191
H -1.6139 -3.7964 -0.0994 0.211
C -2.3022 -1.7950 3.8160 -1.447
C -1.2234 -0.9942 3.0667 0.260
C 0.1026 -1.7271 3.0376 -0.889
O 1.0280 -0.9069 2.3266 -0.038
C 2.3716 -0.9261 2.8090 -0.827
N -1.7624 -0.5483 1.7595 -0.319
H -3.1520 -1.1212 3.9672 0.407
H -2.0362 -2.0859 4.8320 0.419
H -2.6962 -2.6428 3.2541 0.371
H -1.0183 -0.0482 3.5844 0.220
H 0.0150 -2.6546 2.4539 0.166
H 0.3943 -2.0094 4.0477 0.538
H 2.8974 -1.7786 2.3697 0.257
H 2.4119 -1.1125 3.8843 0.378
H 2.9078 -0.0086 2.5880 0.207
H -2.5904 0.0392 1.8708 0.320
H -2.2537 -1.3668 1.3826 0.164
C -1.5672 -0.7116 -3.8004 -1.521
C -0.5990 -0.2193 -2.7013 0.354
C -0.1404 1.1963 -3.0323 -0.918
O 0.5553 1.6971 -1.9059 0.018
C 0.8941 3.0757 -2.0432 -0.811
N -1.4691 -0.0652 -1.4676 -0.399
H -1.2598 -0.5109 -4.8285 0.396
H -2.5146 -0.1695 -3.7422 0.405
H -1.7967 -1.7581 -3.6051 0.398
H 0.2429 -0.8668 -2.4832 0.209
H -1.0096 1.7734 -3.3653 0.467
H 0.5460 1.1487 -3.8838 0.486
H 0.0766 3.6893 -1.6702 0.174
H 1.2536 3.3144 -3.0437 0.373
H 1.7627 3.2841 -1.4126 0.192
H -1.9291 -0.9444 -1.2488 0.258
H -2.2381 0.5558 -1.6953 0.152
```

## Properties
energy above the lowest of the compared OMol25 structures with the same formula, charge and spin	0.00	kJ/mol
gap between HOMO and LUMO	10.061	eV
net charge	+2
maximum force	0.0494	Eh/bohr
LUMO	-4.9	eV
HOMO	-0.5487	Ha


3.
C11H36AgN12O11 | the ωB97M-V functional and the def2-TZVPD basis

```
71
Properties=species:S:1:pos:R:3:mulliken_charge:R:1
Ag 0.1421 3.6099 0.7002 0.441
C -0.2107 0.9793 -0.0022 0.662
O -0.2696 -0.0888 -0.6528 1.396
O 0.8481 1.3054 0.6088 0.056
O -1.1030 1.8708 0.0236 -0.937
C -2.0444 -3.9412 -3.1603 -1.332
C -1.7835 -2.4604 -2.9702 0.285
O -2.0567 -2.1416 -1.6043 -0.592
H -1.1631 -4.4282 -2.7365 0.277
H -2.2688 -4.1647 -4.2021 0.364
H -2.8552 -4.3474 -2.5548 0.307
H -2.4205 -1.8221 -3.5936 0.332
H -0.7609 -2.1803 -3.2313 0.095
H -1.3860 -1.5016 -1.3359 -0.053
C -3.0248 -0.2531 3.4084 -1.267
C -3.2661 -0.0195 1.9473 0.725
O -3.1943 1.4005 1.7377 -0.641
H -3.9416 -0.0789 3.9693 0.364
H -2.2334 0.3997 3.7739 0.237
H -2.7051 -1.2895 3.5478 0.342
H -4.2112 -0.5082 1.6931 0.292
H -2.5372 -0.4983 1.2826 -0.506
H -2.5012 1.5140 1.0770 0.328
C -3.8750 1.3986 -2.5501 0.519
O -4.6360 1.3888 -3.5138 -0.696
N -3.1673 2.4980 -2.1550 -0.364
N -3.7998 0.2923 -1.7808 -0.107
H -2.9960 3.1653 -2.8868 0.243
H -2.5258 2.3958 -1.3798 0.171
H -4.3815 -0.4908 -2.0097 0.219
H -2.9569 0.1389 -1.2565 -0.092
C 4.1405 -0.1604 -0.4572 0.463
O 5.2380 -0.6370 -0.7253 -0.696
N 3.6086 0.9463 -1.0231 -0.091
N 3.3337 -0.7261 0.4757 0.013
H 4.1771 1.5618 -1.5764 0.206
H 2.7035 1.2440 -0.6964 -0.053
H 3.6395 -1.5185 1.0125 0.170
H 2.4421 -0.3373 0.7198 -0.251
C 0.5927 0.6902 -4.1733 0.376
O 1.0225 0.7745 -5.3238 -0.695
N 1.2386 0.0841 -3.1593 0.047
N -0.4541 1.4351 -3.7146 -0.229
H 1.9520 -0.5891 -3.3886 0.233
H 0.7605 0.0776 -2.2683 -0.460
H -0.7499 2.2230 -4.2668 0.182
H -0.9269 1.3802 -2.8338 0.148
C 2.9461 3.3363 2.6632 0.541
O 1.8900 3.6677 2.0987 -0.617
N 3.8312 2.4839 2.1202 -0.409
N 3.2411 3.6964 3.9272 -0.413
H 4.5843 2.1723 2.7070 0.185
H 3.6218 1.9147 1.3170 0.209
H 2.5352 4.1641 4.4693 0.233
H 3.9506 3.1945 4.4280 0.193
C 0.7675 -0.0096 4.3061 0.421
O 0.6895 -0.1278 5.5298 -0.716
N 0.5938 1.1915 3.6982 -0.192
N 1.0254 -1.0202 3.4535 -0.171
H 0.2114 1.9359 4.2543 0.234
H 0.4501 1.1930 2.7024 0.028
H 1.2263 -1.9143 3.8663 0.200
H 1.1821 -0.7918 2.4905 0.038
C 1.2891 -3.4408 -0.3402 0.336
O 1.9293 -4.4711 -0.3079 -0.684
N 1.2284 -2.5911 -1.4101 0.158
N 0.5422 -2.9484 0.7040 -0.067
H 1.7113 -2.7654 -2.2717 0.215
H 0.7171 -1.7321 -1.2900 -0.414
H -0.1105 -2.2029 0.5639 0.061
H 0.5141 -3.5259 1.5263 0.200
```

## Properties
energy above the lowest of the compared OMol25 structures with the same formula, charge and spin	67.96	kJ/mol
gap between HOMO and LUMO (spin up / spin down)	7.455 / 4.349	eV
maximum force	0.0483	Eh/bohr
LUMO (spin up / spin down)	-2.2 / -5.3	eV
HOMO (spin up / spin down)	-0.3553 / -0.3551	Ha
spin multiplicity	2